Record 1
Density functional theory data (ωB97M-V/def2-TZVPD) for 2 unconnected molecules or ions with the total composition C24H29N4 in a non-equilibrium geometry.

- relative energy (zero: lowest compared OMol25 entry of this formula, charge and spin) (kJ/mol) = 271.9
- total charge = +1
- LUMO energy (eV) = -5.1

Each line ends with the natural charge from an NBO analysis.
Atoms and positions in Å:
C: -6.02057 3.58811 0.70442  -0.40
N: -5.84805 2.53368 -0.27540  -0.51
C: -6.68093 2.77271 -1.43447  -0.40
C: -4.72898 1.69081 -0.29288  0.28
C: -4.77524 0.38862 0.29112  -0.22
C: -3.63686 -0.39946 0.38098  -0.12
C: -2.37533 0.05010 -0.10597  -0.18
C: -1.19046 -0.75283 0.01822  0.08
C: -0.09740 -0.51670 -0.81352  -0.33
C: 1.05941 -1.28138 -0.85650  0.08
C: 2.26545 -0.88508 -1.51696  -0.16
C: 3.36075 -1.79260 -1.58997  -0.12
C: 4.56883 -1.43863 -2.16441  -0.22
C: 4.75595 -0.14453 -2.72493  0.26
N: 5.99282 0.22875 -3.26877  -0.51
C: 6.27338 0.21948 -4.68990  -0.40
C: 6.96780 1.02747 -2.55311  -0.40
C: 3.65692 0.75282 -2.70384  -0.18
C: 2.45426 0.39723 -2.11198  -0.15
C: -2.36300 1.32353 -0.75324  -0.08
C: -3.49361 2.11536 -0.85085  -0.25
H: -5.35563 3.46440 1.56782  0.21
H: -5.84664 4.56850 0.23493  0.18
H: -7.06840 3.56956 1.03684  0.20
H: -6.53116 2.01513 -2.21223  0.21
H: -7.72791 2.76041 -1.09993  0.20
H: -6.48205 3.77595 -1.84097  0.18
H: -5.73853 0.03346 0.66657  0.24
H: -3.69680 -1.40422 0.79485  0.23
H: -1.19463 -1.58514 0.74142  0.27
H: -0.16003 0.31551 -1.52237  0.21
H: 1.04367 -2.27125 -0.40398  0.23
H: 3.23055 -2.78537 -1.15831  0.22
H: 5.40559 -2.14119 -2.18951  0.24
H: 5.51163 -0.32936 -5.25395  0.21
H: 6.34432 1.25268 -5.05843  0.18
H: 7.25639 -0.24820 -4.83915  0.20
H: 6.73593 1.09638 -1.48473  0.21
H: 7.95479 0.56433 -2.69051  0.20
H: 7.01523 2.03346 -2.99379  0.18
H: 3.79176 1.74087 -3.15691  0.23
H: 1.63894 1.12480 -2.08146  0.22
H: -1.44408 1.69444 -1.20832  0.20
H: -3.45236 3.08932 -1.35310  0.23
N: -0.79869 -2.04089 2.89360  -0.53
C: -0.57655 -3.30587 3.28454  0.06
C: -0.04729 -3.65253 4.53369  -0.32
C: 0.20672 -2.61626 5.47205  0.23
N: 0.90381 -2.85356 6.62167  -0.78
C: -0.22095 -1.30611 5.12409  -0.32
C: -0.73638 -1.08998 3.84199  0.06
H: -0.83368 -4.08521 2.56835  0.19
H: 0.14616 -4.70555 4.76416  0.23
H: 0.87458 -2.16488 7.36684  0.40
H: 0.99590 -3.81005 6.95254  0.40
H: -0.16912 -0.47302 5.83007  0.22
H: -1.12019 -0.10800 3.56357  0.19

***

Record 2
Density functional theory data (ωB97M-V/def2-TZVPD) for a single C3H7NO2 molecule in a non-equilibrium geometry.

- SMILES = CCN(O)C=O
- relative energy (zero: lowest compared OMol25 entry of this formula, charge and spin) (kJ/mol) = 421.9
- LUMO energy (eV) = 0.7

Each line ends with the natural charge from an NBO analysis.
Atoms and positions in Å:
C: -0.59143 2.16180 0.71055  -0.65
C: -0.30361 0.67605 1.12224  -0.26
N: 0.02328 -0.14359 0.04818  -0.18
O: -1.29818 -0.53607 -0.55562  -0.57
C: 1.20184 -0.78374 -0.31726  0.50
O: 1.31393 -1.66890 -1.17740  -0.61
H: 0.15533 2.49238 -0.05029  0.21
H: -0.75517 3.13450 1.33994  0.23
H: -1.45473 2.07162 0.10966  0.22
H: 0.27117 0.60066 2.07991  0.22
H: -1.26879 0.15653 1.51437  0.23
H: -1.03795 -1.52014 -1.10438  0.50
H: 1.96027 -0.61528 0.54447  0.14

***

Record 3
Density functional theory data (ωB97M-V/def2-TZVPD) for a molecular structure, C33H31BrN2O3P2RhS in a non-equilibrium geometry.

- relative energy (zero: lowest compared OMol25 entry of this formula, charge and spin) (kJ/mol) = 0.0
- total charge = +1
- LUMO energy (alpha / beta) (eV) = -3.9 / -3.9

Each line ends with the Löwdin charge.
Atoms and positions in Å:
Rh: -0.58297 -0.22284 0.14769  0.70
Br: -5.04762 -5.51739 3.00420  0.75
C: -3.64882 -4.38749 2.40489  -0.69
C: -2.32228 -4.70073 2.72554  -0.09
C: -1.32492 -3.85267 2.31668  0.01
C: -1.58157 -2.67739 1.56297  -0.34
O: -0.60181 -1.89981 1.30627  -0.26
C: -2.95293 -2.42740 1.15058  -0.14
C: -3.33265 -1.40724 0.25768  -0.02
N: -2.52399 -0.51867 -0.31938  -0.07
C: -2.98091 0.37574 -1.23733  -0.20
C: -4.25912 0.36183 -1.83687  0.01
C: -4.65666 1.39287 -2.66055  -0.05
C: -3.81648 2.45860 -2.93338  -0.01
C: -2.49814 2.47062 -2.44915  -0.14
C: -1.56419 3.47757 -2.76483  0.03
C: -0.28604 3.38947 -2.25297  -0.03
C: 0.05626 2.32670 -1.42979  -0.09
N: -0.80954 1.35635 -1.10491  -0.05
C: -2.06717 1.41163 -1.60544  -0.15
C: -3.95664 -3.27630 1.64714  -0.08
H: -2.10157 -5.59182 3.29156  0.11
H: -0.29784 -4.05048 2.57243  0.12
H: -4.39031 -1.37106 0.01415  0.13
H: -4.92683 -0.47038 -1.68981  0.11
H: -5.63719 1.35852 -3.10867  0.12
H: -4.15732 3.28141 -3.53782  0.12
H: -1.86420 4.30284 -3.39068  0.13
H: 0.45066 4.14428 -2.47591  0.12
H: 1.05031 2.25114 -1.00969  0.09
H: -4.98719 -3.06206 1.40636  0.11
C: 2.31920 -1.13829 1.86683  -0.21
P: 1.61717 0.17613 0.80253  0.85
C: 3.04962 0.43572 -0.31682  -0.21
C: 1.67000 1.60102 1.94675  -0.37
C: 2.85853 2.29033 2.16233  -0.08
C: 2.91716 3.31963 3.08447  -0.05
C: 1.79014 3.65855 3.81528  -0.05
C: 0.59796 2.99239 3.59525  -0.08
C: 0.52055 1.97159 2.65336  -0.37
P: -1.06954 1.13043 2.31717  0.94
C: -2.32629 2.46851 2.43982  -0.23
C: -1.36331 0.21356 3.88275  -0.21
H: 3.15627 -0.73686 2.43811  0.06
H: 2.66220 -1.94264 1.21667  0.06
H: 1.56114 -1.52672 2.54269  0.03
H: 3.97388 0.14838 0.18082  0.06
H: 3.12334 1.46441 -0.66180  0.05
H: 2.92143 -0.21045 -1.18330  0.02
H: 3.74296 2.02363 1.60402  0.10
H: 3.84277 3.85252 3.23863  0.12
H: 1.84126 4.44657 4.55112  0.12
H: -0.27507 3.27329 4.16436  0.10
H: -2.03191 3.30253 1.80639  0.05
H: -2.45882 2.80893 3.46481  0.05
H: -3.26804 2.06440 2.06663  0.04
H: -1.26888 0.88280 4.73705  0.05
H: -0.64241 -0.59567 3.97178  0.04
H: -2.36414 -0.21509 3.86534  0.05
O: 5.41745 -1.24250 -5.79563  0.13
C: 5.38833 -1.86647 -4.60949  -0.49
O: 6.35562 -2.42820 -4.17795  0.13
C: 4.08617 -1.83069 -3.87347  -0.13
C: 3.80738 -2.86727 -2.97745  0.00
C: 2.59272 -2.92857 -2.33202  -0.10
C: 1.63731 -1.92226 -2.53616  -0.74
S: 0.07786 -2.05782 -1.79825  0.67
C: 1.94672 -0.84215 -3.37367  -0.14
C: 3.14943 -0.80958 -4.04723  -0.03
H: 4.55931 -0.90358 -6.08345  0.11
H: 4.55296 -3.63351 -2.81867  0.13
H: 2.36364 -3.73991 -1.65640  0.10
H: 1.22182 -0.05082 -3.49041  0.10
H: 3.36576 0.03787 -4.68378  0.12

***

Record 4
Density functional theory data (ωB97M-V/def2-TZVPD) for a molecular structure, C2F2N2O in a non-equilibrium geometry.

- relative energy (zero: lowest compared OMol25 entry of this formula, charge and spin) (kJ/mol) = 16.9
- LUMO energy (eV) = 0.6

Each line ends with the natural charge from an NBO analysis.
Atoms and positions in Å:
C: -1.02374 -0.06459 0.06722  0.78
C: 0.99694 -0.10415 -0.01922  0.78
N: -0.69184 1.17143 -0.01014  -0.32
N: 0.70395 1.18232 0.00038  -0.31
O: -0.03250 -0.97663 0.04377  -0.42
F: -2.15696 -0.60598 -0.05389  -0.25
F: 2.20415 -0.60239 -0.02813  -0.26

***

Record 5
Density functional theory data (ωB97M-V/def2-TZVPD) for a single C4H8O3 molecule.

- SMILES = C[C@@H](O)[C@@H](O)C=O
- relative energy (zero: lowest compared OMol25 entry of this formula, charge and spin) (kJ/mol) = 131.6
- LUMO energy (eV) = 0.7

Each line ends with the natural charge from an NBO analysis.
Atoms and positions in Å:
C: -1.00647 0.73163 -1.31880  -0.63
C: -0.65642 -0.42074 -0.39385  0.08
O: 0.19321 -1.31206 -1.09090  -0.72
C: 0.03851 0.02064 0.88803  -0.04
O: 0.15106 -1.10383 1.72879  -0.72
C: 1.43398 0.57314 0.63049  0.43
O: 2.29843 0.45837 1.46974  -0.53
H: -1.50667 0.34146 -2.20890  0.23
H: -1.68160 1.43431 -0.81908  0.21
H: -0.11584 1.27726 -1.64892  0.21
H: -1.58517 -0.93016 -0.09134  0.18
H: 0.40995 -2.01678 -0.46276  0.48
H: -0.54781 0.82300 1.37265  0.19
H: 0.93861 -0.95049 2.27670  0.49
H: 1.63624 1.07423 -0.33185  0.13

***

Record 6
Density functional theory data (ωB97M-V/def2-TZVPD) for a molecular structure, C4H8O3.

- relative energy (zero: lowest compared OMol25 entry of this formula, charge and spin) (kJ/mol) = 569.0
- LUMO energy (eV) = 0.6

Each line ends with the natural charge from an NBO analysis.
Atoms and positions in Å:
O: 1.78585 -1.42197 0.86684  -0.78
C: 1.48038 0.25303 0.34536  -0.30
C: 0.00975 0.17866 0.04024  0.09
C: -0.45527 1.29311 -0.89260  -0.07
O: -1.77820 1.09366 -1.32941  -0.71
C: -0.98912 -0.54892 0.82486  -0.13
O: -0.45026 -1.12908 -0.38924  -0.55
H: 1.04400 -1.82952 0.35008  0.51
H: 1.64066 0.76950 1.30134  0.16
H: 2.42257 -1.11925 0.17014  0.54
H: -0.42876 2.25471 -0.36786  0.19
H: 0.25231 1.34775 -1.73319  0.18
H: -1.80751 0.19234 -1.68266  0.47
H: -2.04004 -0.27840 0.75425  0.21
H: -0.68635 -1.05562 1.74185  0.19